# 1
Entry from the Open Molecules 2025 dataset: a cluster of 13 separate species, C36H62O42S8 in total (ωB97M-V/def2-TZVPD).

Last column: Löwdin charge in e.
CARTESIAN COORDINATES (ANGSTROEM)
O: -6.559 3.977 1.033  0.0974
C: -5.592 3.239 1.021  -0.4593
O: -4.539 3.502 1.823  0.0408
C: -3.559 2.509 1.693  -0.1751
C: -3.904 1.670 0.493  -0.1331
C: -5.292 2.061 0.163  -0.0841
H: -3.430 2.067 2.681  0.1109
H: -2.591 2.989 1.546  0.1056
H: -3.773 0.626 0.777  0.1084
H: -3.331 1.941 -0.394  0.1104
H: -6.081 1.325 0.321  0.1226
H: -5.484 2.359 -0.867  0.1377
O: -7.032 -0.374 -1.036  0.1126
C: -6.105 -0.839 -1.663  -0.4911
O: -5.269 -1.745 -1.195  0.0539
C: -4.243 -2.133 -2.041  -0.1882
C: -4.100 -0.910 -2.904  -0.1566
C: -5.562 -0.522 -3.012  -0.0613
H: -4.330 -2.987 -2.714  0.1280
H: -3.322 -2.231 -1.467  0.1052
H: -3.579 -1.301 -3.779  0.1128
H: -3.430 -0.146 -2.510  0.0884
H: -6.097 -1.245 -3.628  0.1344
H: -5.887 0.419 -3.456  0.1303
O: 5.951 0.632 1.182  0.0969
C: 5.051 0.940 0.406  -0.4781
O: 4.887 0.328 -0.747  0.0388
C: 4.217 1.193 -1.712  -0.1519
C: 4.361 2.583 -1.156  -0.1474
C: 4.375 2.293 0.332  -0.0832
H: 3.149 0.986 -1.657  0.1054
H: 4.633 1.186 -2.720  0.1207
H: 3.535 3.259 -1.373  0.1204
H: 5.348 2.965 -1.416  0.1298
H: 3.395 2.130 0.782  0.1037
H: 4.798 3.211 0.739  0.1310
O: 5.785 -4.222 -0.251  0.0824
C: 5.059 -3.740 -1.119  -0.4726
O: 3.784 -4.065 -1.229  0.0617
C: 3.141 -3.322 -2.277  -0.1257
C: 4.225 -2.515 -2.990  -0.1406
C: 5.481 -2.822 -2.241  -0.0916
H: 2.412 -2.656 -1.815  0.0833
H: 2.600 -3.946 -2.988  0.1107
H: 4.080 -1.446 -2.836  0.0834
H: 4.504 -2.694 -4.029  0.1164
H: 6.127 -2.057 -1.812  0.1276
H: 6.187 -3.277 -2.935  0.1261
O: -0.793 0.637 1.851  0.1154
C: -0.455 0.052 0.860  -0.4849
O: -1.353 -0.762 0.287  0.0518
C: -0.671 -1.486 -0.787  -0.1296
C: 0.789 -1.064 -0.791  -0.1325
C: 0.835 0.202 0.087  -0.0358
H: -1.162 -1.287 -1.739  0.1099
H: -0.793 -2.546 -0.564  0.1012
H: 1.195 -0.890 -1.788  0.0955
H: 1.339 -1.865 -0.297  0.1144
H: 0.703 1.077 -0.550  0.1137
H: 1.638 0.127 0.820  0.1044
C: 3.479 -2.073 3.942  -0.2156
C: 3.970 -1.225 5.086  -0.1386
O: 3.336 0.085 5.073  -0.1946
S: 2.219 0.090 3.862  0.7266
O: 2.270 1.320 3.071  -0.2528
O: 0.935 -0.287 4.443  -0.2436
O: 2.943 -1.176 3.002  -0.1943
H: 2.894 -2.974 4.130  0.1258
H: 4.265 -2.623 3.424  0.1384
H: 4.989 -0.877 4.917  0.1384
H: 3.804 -1.706 6.050  0.1372
C: -0.540 3.383 -1.952  -0.1895
C: -0.096 3.883 -3.276  -0.2071
O: -0.801 3.225 -4.310  -0.1838
S: -1.512 1.815 -3.715  0.7639
O: -1.198 0.592 -4.436  -0.2432
O: -2.932 2.068 -3.425  -0.2530
O: -0.684 2.015 -2.267  -0.2258
H: -1.497 3.836 -1.693  0.1412
H: 0.230 3.579 -1.206  0.1021
H: 0.975 3.853 -3.478  0.1144
H: -0.471 4.900 -3.385  0.1429
C: -0.525 3.367 4.820  -0.1467
C: -1.433 2.226 5.198  -0.2185
O: -0.772 1.518 6.189  -0.2010
S: 0.081 2.559 7.177  0.7292
O: 1.470 2.040 7.246  -0.2624
O: -0.639 2.862 8.401  -0.2351
O: -0.063 3.758 6.118  -0.2201
H: -0.994 4.254 4.395  0.1429
H: 0.312 2.959 4.254  0.1197
H: -1.601 1.622 4.306  0.1207
H: -2.296 2.731 5.631  0.1429
C: 0.013 -2.674 -5.086  -0.1615
C: 0.122 -4.123 -5.614  -0.2045
O: -0.092 -5.027 -4.562  -0.1938
S: -0.486 -4.243 -3.078  0.7868
O: 0.206 -4.799 -1.945  -0.2073
O: -1.936 -4.002 -3.073  -0.2351
O: 0.293 -2.859 -3.700  -0.2444
H: -0.978 -2.227 -5.163  0.1199
H: 0.742 -2.020 -5.563  0.1203
H: 1.105 -4.265 -6.062  0.1228
H: -0.554 -4.215 -6.464  0.1288
C: 1.283 6.853 3.115  -0.1226
C: 2.164 5.590 3.137  -0.1358
O: 2.080 4.746 1.941  -0.2061
S: 0.966 5.358 0.947  0.7347
O: -0.282 4.562 1.113  -0.2742
O: 1.454 5.481 -0.439  -0.2603
O: 0.850 6.820 1.745  -0.2159
H: 1.885 7.757 3.208  0.1368
H: 0.431 6.772 3.790  0.1303
H: 1.987 5.009 4.043  0.1228
H: 3.222 5.851 3.135  0.1297
C: -2.690 -1.310 4.551  -0.2471
C: -3.491 -2.350 5.196  -0.1609
O: -4.515 -2.634 4.237  -0.1894
S: -4.875 -1.337 3.322  0.7252
O: -6.013 -0.543 3.760  -0.2333
O: -4.853 -1.712 1.911  -0.2447
O: -3.446 -0.541 3.680  -0.1841
H: -1.849 -1.680 3.966  0.1189
H: -2.112 -0.650 5.198  0.1259
H: -3.924 -2.081 6.160  0.1372
H: -2.895 -3.249 5.350  0.1323
C: -1.054 -5.963 2.528  -0.1828
C: -0.964 -4.527 2.997  -0.1955
O: -2.237 -3.961 2.777  -0.2370
S: -3.106 -4.752 1.529  0.8158
O: -2.516 -4.447 0.213  -0.2550
O: -4.557 -4.776 1.707  -0.2088
O: -2.400 -6.162 2.146  -0.2200
H: -0.885 -6.766 3.245  0.1373
H: -0.456 -6.108 1.629  0.1263
H: -0.275 -3.853 2.488  0.1264
H: -0.627 -4.526 4.034  0.1284
C: 2.120 0.616 -7.293  -0.2252
C: 3.376 -0.122 -7.009  -0.1538
O: 3.869 0.663 -5.933  -0.1912
S: 2.660 1.128 -4.949  0.7041
O: 2.721 2.583 -4.573  -0.2498
O: 2.509 0.176 -3.877  -0.2476
O: 1.551 0.926 -6.077  -0.1768
H: 1.402 0.124 -7.950  0.1456
H: 2.311 1.513 -7.883  0.1406
H: 4.143 0.163 -7.728  0.1497
H: 3.217 -1.175 -6.779  0.1365

The calculation puts the calculated total energy at -211001.42241 eV. Its net charge is 0. The gap between HOMO and LUMO comes out at 8.72 eV. Its molecular weight is 1423.4 g/mol. Its HOMO energy is -0.339 Ha. For the LUMO energy, the calculation gives -0.51 eV.



# 2
Entry from the Open Molecules 2025 dataset: a structure of composition C33H25N5PS4SeV (ωB97M-V/def2-TZVPD).

Last column: Löwdin charge in e.
CARTESIAN COORDINATES (ANGSTROEM)
V: -0.435 -0.450 0.252  0.2071
N: -0.744 -0.183 2.522  -0.0057
C: -0.375 1.031 3.123  -0.2917
C: -0.151 1.098 4.500  -0.0179
C: 0.103 2.309 5.111  -0.0817
C: 0.086 3.483 4.369  -0.0884
C: -0.104 3.419 3.003  -0.0991
C: -0.260 2.199 2.351  -0.2766
P: -0.225 2.018 0.545  1.0429
C: -1.392 3.279 -0.039  -0.3612
C: -1.207 3.879 -1.280  -0.1084
C: -2.155 4.746 -1.786  -0.0888
C: -3.306 5.016 -1.063  -0.0920
C: -3.504 4.409 0.167  -0.0793
C: -2.557 3.542 0.674  -0.1066
C: 1.354 2.727 -0.034  -0.3449
C: 1.940 3.886 0.455  -0.0718
C: 3.095 4.383 -0.114  -0.0829
C: 3.685 3.729 -1.181  -0.0885
C: 3.117 2.568 -1.671  -0.0735
C: 1.960 2.073 -1.102  -0.1116
H: -1.745 -0.174 2.267  -0.0239
H: -0.633 -0.977 3.142  0.0913
H: -0.203 0.191 5.084  0.1118
H: 0.284 2.343 6.176  0.1002
H: 0.236 4.438 4.852  0.0975
H: -0.145 4.335 2.428  0.0995
H: -0.308 3.672 -1.852  0.1013
H: -1.999 5.203 -2.754  0.0999
H: -4.049 5.694 -1.459  0.0963
H: -4.410 4.597 0.727  0.1029
H: -2.728 3.056 1.626  0.1050
H: 1.508 4.410 1.292  0.0857
H: 3.535 5.287 0.278  0.0988
H: 4.590 4.121 -1.625  0.0982
H: 3.573 2.042 -2.496  0.1043
H: 1.527 1.155 -1.481  0.0771
S: -4.279 -2.319 -0.833  0.3453
C: -3.480 -1.574 0.415  -1.8723
S: -2.829 0.063 0.103  0.3516
S: -3.316 -2.156 1.980  0.3663
N: -0.446 -2.466 0.346  0.1464
C: -0.331 -3.624 0.380  -0.0635
C: -0.218 -5.020 0.422  -0.1984
C: 0.559 -5.624 1.418  -0.0153
C: 0.678 -6.998 1.432  -0.0801
C: 0.036 -7.764 0.465  -0.0795
C: -0.728 -7.158 -0.527  -0.0723
C: -0.860 -5.786 -0.559  -0.0019
H: 1.060 -5.012 2.151  0.1217
H: 1.270 -7.476 2.202  0.1035
H: 0.131 -8.843 0.486  0.1007
H: -1.227 -7.760 -1.273  0.1054
H: -1.443 -5.296 -1.321  0.1252
S: 3.939 0.211 2.041  0.4643
C: 2.557 -0.161 1.297  -0.9773
N: 1.557 -0.431 0.753  -0.0460
Se: -1.587 0.411 -2.699  1.1263
N: -0.371 -0.538 -1.782  -0.3539
C: 0.311 -1.270 -2.647  -0.3584
C: 1.412 -2.100 -2.311  -0.0254
C: 1.992 -2.841 -3.294  -0.0813
C: 1.532 -2.779 -4.639  -0.0947
C: 0.512 -1.959 -5.001  -0.0322
C: -0.113 -1.154 -4.011  -0.3960
N: -1.066 -0.266 -4.247  -0.2300
H: 1.778 -2.108 -1.292  0.0943
H: 2.824 -3.487 -3.053  0.0993
H: 2.020 -3.387 -5.387  0.0951
H: 0.170 -1.885 -6.022  0.1073

The calculation puts the calculated total energy at -185745.35252 eV. Its net charge is -1. The energy above the lowest of the compared OMol25 structures with the same formula, charge and spin is 18.4 kcal per mole. The gap between HOMO and LUMO (alpha / beta) comes out at 4.94 / 5.02 eV. As for the expectation value of S²: 3.79. Its molecular weight is 780.7 g/mol. Its spin multiplicity is 4. Its HOMO energy (alpha / beta) is -0.126 / -0.131 Ha. For the LUMO energy (alpha / beta), the calculation gives 1.52 / 1.47 eV.



# 3
Entry from the Open Molecules 2025 dataset: a structure of composition C3H8O (ωB97M-V/def2-TZVPD).

Last column: Löwdin charge in e.
CARTESIAN COORDINATES (ANGSTROEM)
C: 1.252 -0.603 0.029  -0.1053
C: 0.250 0.519 -0.384  -0.3264
C: -1.059 0.574 0.147  -0.2797
H: 0.978 -1.630 -0.233  0.0839
H: 2.110 -0.657 -0.310  -0.0195
H: 0.896 -0.546 0.969  0.0200
H: 1.155 1.604 -0.015  0.2037
H: 0.355 0.921 -1.657  0.1741
H: -0.913 0.409 1.538  0.1921
H: -1.494 1.558 0.207  0.0905
H: -1.632 -1.520 0.020  0.0865
O: -1.898 -0.629 -0.310  -0.1199

The calculation puts the calculated total energy at -5282.77485 eV. Its net charge is 0. The energy above the lowest of the compared OMol25 structures with the same formula, charge and spin is 124.0 kcal per mole. The gap between HOMO and LUMO comes out at 10.77 eV. Its molecular weight is 60.1 g/mol. Its HOMO energy is -0.366 Ha. For the LUMO energy, the calculation gives 0.80 eV.



# 4
Entry from the Open Molecules 2025 dataset: a structure of composition C23H36ClIN5O4Ru (ωB97M-V/def2-TZVPD).

Last column: Löwdin charge in e.
CARTESIAN COORDINATES (ANGSTROEM)
Ru: -0.135 0.136 -0.261  1.4973
C: -1.300 -0.587 5.146  0.0024
N: -0.993 -1.186 3.846  -0.1138
C: -1.480 -2.552 3.650  0.0086
C: -0.457 -0.512 2.835  -0.4211
O: -0.287 -1.006 1.709  -0.0697
C: 0.009 0.914 3.095  -0.0919
O: 0.507 1.461 1.889  -0.1770
C: 1.859 1.884 1.904  -0.0872
C: 2.584 1.271 0.714  -0.4108
O: 2.050 0.301 0.142  -0.0787
N: 3.794 1.711 0.397  -0.1087
C: 4.454 2.878 0.986  0.0050
C: 4.549 1.078 -0.688  0.0108
H: -1.092 -1.318 5.924  0.1071
H: -2.355 -0.314 5.203  0.1114
H: -0.695 0.292 5.342  0.0876
H: -1.120 -3.176 4.466  0.1056
H: -1.118 -2.939 2.706  0.0914
H: -2.572 -2.566 3.655  0.1074
H: 0.769 0.922 3.877  0.1427
H: -0.822 1.527 3.439  0.1379
H: 2.366 1.539 2.807  0.1545
H: 1.889 2.971 1.892  0.1331
H: 3.856 3.344 1.759  0.0847
H: 4.650 3.612 0.204  0.1096
H: 5.405 2.576 1.423  0.1103
H: 4.064 0.158 -0.987  0.0918
H: 5.557 0.866 -0.336  0.1072
H: 4.610 1.755 -1.542  0.1072
Cl: 0.572 -6.099 -3.766  0.7556
C: 0.186 -4.503 -3.294  -0.6141
C: -0.658 -3.753 -4.088  -0.1578
C: -0.989 -2.441 -3.744  -0.6573
I: -2.234 -1.325 -4.932  1.0088
C: -0.470 -1.857 -2.563  -0.4132
O: -0.728 -0.656 -2.206  -0.2516
C: 0.385 -2.665 -1.739  -0.1577
N: 0.813 -2.049 -0.631  0.0494
C: 1.631 -2.702 0.175  -0.1135
C: 2.060 -4.009 -0.090  -0.0181
C: 1.610 -4.649 -1.219  0.0133
C: 0.739 -3.968 -2.086  -0.1605
H: -1.061 -4.195 -4.989  0.1040
H: 1.955 -2.171 1.061  0.1067
H: 2.736 -4.502 0.595  0.1168
H: 1.919 -5.661 -1.446  0.1077
C: -2.885 0.533 1.299  -0.0536
N: -2.318 0.553 -0.057  -0.3048
C: -3.106 -0.448 -0.833  -0.0423
C: -2.491 1.903 -0.635  -0.1588
C: -1.643 2.059 -1.860  -0.1576
N: -0.218 1.896 -1.493  -0.3332
C: 0.290 3.084 -0.781  -0.0463
C: 0.610 1.734 -2.720  -0.0315
H: -3.959 0.729 1.255  0.1168
H: -2.423 1.307 1.908  0.0884
H: -2.732 -0.444 1.749  0.0883
H: -4.175 -0.253 -0.698  0.1121
H: -2.876 -1.445 -0.462  0.1090
H: -2.874 -0.405 -1.886  0.0444
H: -2.191 2.624 0.127  0.1189
H: -3.544 2.102 -0.863  0.1528
H: -1.814 3.039 -2.317  0.1519
H: -1.881 1.305 -2.605  0.0982
H: 0.113 3.982 -1.377  0.1182
H: 1.364 2.976 -0.643  0.0863
H: -0.186 3.194 0.188  0.0829
H: 0.696 2.693 -3.239  0.1138
H: 0.157 1.008 -3.381  0.0808
H: 1.603 1.391 -2.435  0.0922

The calculation puts the calculated total energy at -63266.94440 eV. Its net charge is +2. The energy above the lowest of the compared OMol25 structures with the same formula, charge and spin is 50.4 kcal per mole. The gap between HOMO and LUMO (alpha / beta) comes out at 5.42 / 5.48 eV. As for the expectation value of S²: 0.76. Its molecular weight is 710.0 g/mol. Its spin multiplicity is 2. Its HOMO energy (alpha / beta) is -0.443 / -0.443 Ha. For the LUMO energy (alpha / beta), the calculation gives -6.64 / -6.58 eV.



# 5
Entry from the Open Molecules 2025 dataset: the molecule C4H10N2O2 (ωB97M-V/def2-TZVPD).

Last column: Löwdin charge in e.
CARTESIAN COORDINATES (ANGSTROEM)
N: 2.303 -1.254 0.790  0.0859
C: 0.924 -0.879 0.460  -0.1132
C: 0.933 0.486 0.172  -0.5623
O: 2.015 1.146 0.203  -0.0772
N: -0.216 1.145 -0.257  0.0489
C: -1.521 0.759 0.285  -0.1967
C: -2.418 0.066 -0.718  -0.2828
O: -1.822 -1.119 -1.176  -0.0573
H: 2.513 -1.614 1.721  0.1440
H: 2.802 -1.824 0.107  0.1427
H: 2.733 -0.267 0.727  0.1252
H: 0.138 -1.506 0.829  0.0716
H: -0.056 2.138 -0.167  0.1232
H: -2.023 1.686 0.560  0.1174
H: -1.411 0.140 1.184  0.1163
H: -3.393 -0.054 -0.228  0.1134
H: -2.581 0.750 -1.560  0.1149
H: -2.468 -1.582 -1.717  0.0859

The calculation puts the calculated total energy at -11383.75066 eV. As for the SMILES: [NH3+]/C=C(\[O-])NCCO. Its net charge is 0. The energy above the lowest of the compared OMol25 structures with the same formula, charge and spin is 72.7 kcal per mole. The gap between HOMO and LUMO comes out at 7.80 eV. Its molecular weight is 118.1 g/mol. Its HOMO energy is -0.262 Ha. For the LUMO energy, the calculation gives 0.67 eV.



Question: Which of these has the highest net charge?
Answer: C23H36ClIN5O4Ru